(1)
C28H50BF7N4O7PSi | ωB97M-V/def2-TZVPD

Each line ends with the Löwdin charge.
Positions of all 99 atoms, in Å:
C1 3.07 -2.82 3.11  -0.13
C2 1.81 -2.12 2.33  -0.26
N1 2.06 -0.70 1.87  0.06
B1 2.62 -0.61 0.47  -0.88
C3 4.00 -1.40 0.06  -0.04
F1 3.86 -2.90 0.04  -0.03
F2 4.28 -1.03 -1.38  -0.03
C4 5.33 -0.96 0.90  -0.13
F3 6.25 -0.19 -0.01  0.00
F4 5.09 -0.09 2.07  0.03
F5 6.06 -2.24 1.23  0.00
O1 2.77 0.77 -0.11  0.01
C5 1.49 1.16 -0.80  -0.21
O2 0.78 1.84 0.31  -0.14
C6 0.92 3.31 0.21  -0.21
C7 2.40 3.84 0.80  -0.10
C8 0.91 -0.26 -1.39  -0.31
P1 1.56 -0.68 -3.18  0.87
O3 2.15 -2.18 -3.14  -0.50
C9 -0.70 -0.49 -1.58  -0.24
F6 -0.85 -1.88 -2.14  -0.06
F7 -1.16 0.51 -2.61  -0.06
C10 -1.57 -0.46 -0.20  -0.09
C11 -3.17 -0.60 -0.66  -0.26
Si1 -4.40 -0.37 0.81  0.52
C12 -4.28 -1.84 2.06  -0.22
C13 -6.22 -0.35 0.12  -0.24
C14 -4.05 1.33 1.72  -0.20
C15 -4.41 1.48 3.35  -0.06
C16 -4.04 2.94 4.06  -0.08
C17 -3.37 4.21 3.20  -0.08
C18 -3.03 4.06 1.57  -0.07
C19 -3.39 2.60 0.87  -0.06
O4 1.64 -1.19 -0.52  -0.03
H1 4.02 -2.15 3.22  0.06
H2 3.40 -3.76 2.45  0.08
H3 2.79 -3.24 4.18  0.07
H4 0.92 -2.06 3.12  0.10
H5 1.43 -2.85 1.49  0.12
H6 2.58 -0.13 2.57  0.11
H7 1.59 1.82 -1.78  0.16
H8 0.89 3.69 -0.91  0.12
H9 0.05 3.80 0.83  0.11
H10 2.79 3.10 1.64  0.09
H11 3.15 3.82 -0.10  0.08
H12 2.32 4.94 1.20  0.05
H13 2.60 0.31 -3.49  0.03
H14 0.51 -0.70 -4.17  0.02
H15 -1.33 -1.44 0.44  0.15
H16 -1.46 0.51 0.45  0.11
H17 -3.44 0.21 -1.48  0.09
H18 -3.37 -1.65 -1.19  0.08
H19 -5.34 -2.25 2.38  0.05
H20 -3.62 -2.73 1.70  0.03
H21 -3.79 -1.42 3.05  0.04
H22 -6.93 -1.11 0.65  0.03
H23 -6.27 -0.55 -1.04  0.05
H24 -6.72 0.73 0.27  0.04
H25 -4.87 0.56 3.92  0.08
H26 -4.29 3.02 5.20  0.07
H27 -3.13 5.22 3.79  0.07
H28 -2.55 4.97 0.99  0.08
H29 -3.14 2.53 -0.29  0.10
C20 1.48 7.45 -0.01  -0.31
O5 0.92 6.35 0.00  0.00
N2 1.03 8.58 0.64  -0.21
C21 1.75 9.83 0.58  -0.07
C22 -0.20 8.51 1.40  -0.05
H30 2.42 7.61 -0.56  0.14
H31 2.02 10.13 1.59  0.09
H32 1.09 10.59 0.14  0.09
H33 2.65 9.74 -0.03  0.08
H34 -0.10 7.75 2.18  0.09
H35 -1.02 8.21 0.73  0.09
H36 -0.43 9.48 1.85  0.09
C23 -5.98 -4.30 -0.87  -0.30
O6 -5.99 -3.09 -0.71  -0.01
N3 -4.86 -5.09 -0.97  -0.20
C24 -4.94 -6.53 -1.16  -0.07
C25 -3.55 -4.47 -0.89  -0.04
H37 -6.92 -4.87 -0.95  0.13
H38 -4.44 -7.02 -0.32  0.09
H39 -4.44 -6.79 -2.10  0.09
H40 -5.98 -6.86 -1.21  0.08
H41 -3.46 -3.96 0.07  0.07
H42 -3.46 -3.73 -1.69  0.09
H43 -2.76 -5.22 -0.99  0.10
C26 5.16 -6.29 -2.78  -0.34
O7 5.59 -7.25 -3.41  -0.03
N4 5.16 -4.98 -3.21  -0.20
C27 4.63 -3.91 -2.40  -0.07
C28 5.71 -4.67 -4.51  -0.06
H44 4.71 -6.42 -1.78  0.13
H45 3.81 -3.42 -2.95  0.06
H46 5.42 -3.18 -2.21  0.09
H47 4.24 -4.28 -1.45  0.08
H48 5.16 -5.23 -5.28  0.09
H49 6.76 -4.99 -4.54  0.08
H50 5.65 -3.60 -4.71  0.09

Energy relative to the best compared isomer or geometry (same formula, charge and spin) ... 382.6 kcal/mol
Orbital gap ... 7.14 eV
E_HOMO ... -5.27 eV
Net charge ... -1

(2)
C20H26N2O3S | ωB97M-V/def2-TZVPD

Each line ends with the natural charge from an NBO analysis.
Positions of all 52 atoms, in Å:
C1 -0.81 -2.44 -3.02  -0.25
O1 -0.97 -2.11 -1.66  -0.50
C2 -1.77 -1.07 -1.32  0.30
C3 -2.32 -0.16 -2.23  -0.30
C4 -3.09 0.89 -1.78  -0.16
C5 -3.35 1.09 -0.43  -0.03
C6 -4.20 2.24 0.05  -0.23
C7 -5.47 1.71 0.72  -0.60
C8 -3.42 3.13 1.01  -0.60
C9 -2.80 0.18 0.47  -0.20
C10 -2.03 -0.88 0.03  -0.32
S1 -1.42 -2.03 1.28  2.33
O2 -2.04 -1.65 2.51  -0.95
O3 -1.57 -3.38 0.82  -0.93
N1 0.20 -1.73 1.47  -0.68
C11 0.51 -0.37 1.86  -0.23
C12 2.03 -0.18 1.89  -0.22
N2 2.57 -0.36 0.57  -0.45
C13 3.82 0.11 0.24  0.27
C14 4.71 0.58 1.22  -0.31
C15 5.95 1.07 0.87  -0.18
C16 6.36 1.10 -0.46  -0.26
C17 5.49 0.64 -1.43  -0.18
C18 4.24 0.16 -1.10  -0.30
C19 1.87 -1.30 -0.28  -0.23
C20 1.15 -2.34 0.57  -0.24
H1 -0.21 -3.35 -3.03  0.21
H2 -0.27 -1.65 -3.56  0.18
H3 -1.77 -2.62 -3.50  0.19
H4 -2.15 -0.28 -3.29  0.22
H5 -3.51 1.58 -2.50  0.21
H6 -4.49 2.84 -0.82  0.20
H7 -6.03 1.09 0.02  0.21
H8 -5.23 1.12 1.59  0.21
H9 -6.11 2.54 1.03  0.21
H10 -4.02 3.99 1.31  0.21
H11 -2.51 3.50 0.54  0.21
H12 -3.14 2.58 1.91  0.20
H13 -2.98 0.25 1.53  0.25
H14 0.07 0.35 1.15  0.19
H15 0.08 -0.20 2.84  0.23
H16 2.46 -0.89 2.62  0.18
H17 2.24 0.84 2.23  0.22
H18 4.44 0.55 2.26  0.21
H19 6.62 1.42 1.64  0.21
H20 7.33 1.48 -0.72  0.21
H21 5.78 0.67 -2.47  0.21
H22 3.58 -0.16 -1.88  0.21
H23 2.58 -1.81 -0.93  0.22
H24 1.14 -0.77 -0.92  0.19
H25 0.59 -3.04 -0.06  0.25
H26 1.88 -2.90 1.15  0.20

SMILES ... COc1ccc(C(C)C)cc1S(=O)(=O)N1CCN(c2ccccc2)CC1
Energy relative to the best compared isomer or geometry (same formula, charge and spin) ... 49.9 kcal/mol
Orbital gap ... 8.20 eV
E_HOMO ... -7.70 eV
Net charge ... 0

(3)
C8H8N2O2 | ωB97M-V/def2-TZVPD

Each line ends with the natural charge from an NBO analysis.
Positions of all 20 atoms, in Å:
C1 -2.63 0.59 -0.71  -0.23
C2 -2.07 1.68 -0.02  -0.18
C3 -1.79 -0.55 -0.72  -0.20
C4 -0.80 1.74 0.56  -0.32
C5 -0.51 -0.58 -0.12  -0.10
C6 -0.08 0.58 0.47  0.15
C7 0.45 -1.74 -0.27  -0.27
C8 1.97 -0.31 0.83  0.16
N1 1.51 -1.60 0.68  -0.50
N2 2.59 0.44 -0.19  0.40
O1 3.09 1.54 0.07  -0.43
O2 2.58 -0.02 -1.34  -0.48
H1 -3.59 0.65 -1.24  0.23
H2 -2.65 2.67 0.07  0.21
H3 -2.14 -1.37 -1.22  0.21
H4 -0.53 2.68 0.96  0.24
H5 0.17 -2.70 0.12  0.21
H6 0.80 -1.86 -1.33  0.25
H7 2.41 0.08 1.78  0.23
H8 1.24 -1.93 1.63  0.40

Energy relative to the best compared isomer or geometry (same formula, charge and spin) ... 72.5 kcal/mol
Orbital gap (alpha / beta) ... 7.42 / 7.16 eV
2S+1 ... 3
E_HOMO (alpha / beta) ... -6.90 / -9.65 eV
Net charge ... 0
Expectation value of S² ... 2.014

(4)
C3H6N4O | ωB97M-V/def2-TZVPD

Each line ends with the natural charge from an NBO analysis.
Positions of all 14 atoms, in Å:
C1 0.09 -0.97 0.01  0.15
C2 0.51 1.15 -0.89  0.75
C3 -0.72 -0.14 0.72  0.26
H1 1.22 -2.69 0.84  0.35
H2 -0.52 -2.94 -0.17  0.39
H3 0.94 -0.45 -2.14  0.44
H4 -0.89 1.89 0.66  0.41
H5 -1.71 -1.35 1.97  0.37
H6 -0.57 -0.39 2.88  0.37
N1 0.37 -2.30 -0.15  -0.82
N2 0.65 -0.16 -0.99  -0.59
N3 -0.57 1.08 0.13  -0.62
N4 -1.42 -0.25 2.14  -0.81
O1 1.12 2.13 -1.37  -0.64

Energy relative to the best compared isomer or geometry (same formula, charge and spin) ... 99.9 kcal/mol
Orbital gap ... 8.08 eV
E_HOMO ... -7.92 eV
Net charge ... 0

(5)
C2H4INO | ωB97M-V/def2-TZVPD

Each line ends with the natural charge from an NBO analysis.
Positions of all 9 atoms, in Å:
H1 -2.35 0.37 1.25  0.38
N1 -1.51 0.62 0.77  -0.61
C1 -0.71 -0.12 0.30  0.23
I1 -0.63 -2.27 0.69  -0.01
C2 0.49 0.43 -0.52  -0.16
O1 1.83 -0.09 0.02  -0.69
H2 0.66 1.58 -0.40  0.22
H3 0.33 0.20 -1.50  0.19
H4 1.88 -0.73 -0.61  0.46

SMILES ... [H]/N=C(\I)CO
Energy relative to the best compared isomer or geometry (same formula, charge and spin) ... 23.9 kcal/mol
Orbital gap ... 10.04 eV
E_HOMO ... -9.65 eV
Net charge ... 0

(6)
C11H24F3NO2PS | ωB97M-V/def2-TZVPD

Each line ends with the natural charge from an NBO analysis.
Positions of all 43 atoms, in Å:
C1 1.68 0.54 1.00  -0.61
C2 2.55 1.40 0.10  -0.40
C3 1.79 2.33 -0.83  -0.43
C4 1.20 1.65 -2.07  -0.23
N1 -0.28 1.77 -2.24  -0.92
P1 -1.20 0.94 -1.17  1.32
C5 -2.94 0.94 -1.59  -0.75
C6 -3.81 1.80 -0.68  -0.41
C7 -3.72 3.29 -0.98  -0.51
S1 -2.22 4.00 -0.22  -0.06
H1 0.98 1.17 1.56  0.20
H2 2.28 -0.02 1.72  0.23
H3 1.10 -0.20 0.44  0.20
H4 3.19 2.01 0.74  0.22
H5 3.23 0.77 -0.49  0.21
H6 0.99 2.86 -0.29  0.20
H7 2.48 3.11 -1.17  0.23
H8 1.62 2.11 -2.97  0.23
H9 1.44 0.59 -2.12  0.21
H10 -0.57 2.75 -2.30  0.42
H11 -0.72 -0.37 -1.22  0.03
H12 -1.04 1.39 0.14  0.00
H13 -3.06 1.22 -2.63  0.27
H14 -3.27 -0.10 -1.51  0.28
H15 -4.85 1.51 -0.80  0.25
H16 -3.56 1.61 0.37  0.22
H17 -3.68 3.48 -2.05  0.23
H18 -4.59 3.81 -0.58  0.24
H19 -1.91 4.90 -1.16  0.15
C8 2.61 -3.20 3.10  -0.64
C9 2.36 -4.34 2.14  -0.08
O1 0.99 -4.36 1.69  -0.46
C10 0.66 -3.50 0.75  0.70
O2 1.36 -2.70 0.20  -0.57
C11 -0.83 -3.68 0.39  0.90
F1 -1.60 -3.65 1.47  -0.30
F2 -1.03 -4.82 -0.26  -0.29
F3 -1.20 -2.67 -0.42  -0.33
H20 1.92 -3.25 3.94  0.22
H21 3.63 -3.25 3.48  0.23
H22 2.48 -2.23 2.61  0.21
H23 2.50 -5.30 2.64  0.21
H24 3.02 -4.31 1.28  0.20

Energy relative to the best compared isomer or geometry (same formula, charge and spin) ... 2.3 kcal/mol
Orbital gap ... 10.51 eV
E_HOMO ... -12.87 eV
Net charge ... +1